ORCA calculation (the ωB97M-V functional and the def2-TZVPD basis) on a molecular structure, C47H46AsCl2CsN6OS2Se.

- Energy above the lowest of the compared OMol25 structures with the same formula, charge and spin: 29.9 kcal per mole
- HOMO level: -6.323 eV
- DFT total energy: -233923.2647 eV
- Frontier orbital gap: 6.301 eV

Last column: Löwdin charge in e.
Cartesian coordinates (Å):
Cs 0.2485 -1.5849 0.1817  0.957
Se -2.1063 0.9680 3.2300  0.591
As -1.5241 0.1070 -1.9755  1.231
Cl -1.6076 -6.3993 3.3049  0.634
Cl -2.3744 -2.9091 -0.8361  0.524
S 5.2032 -2.1102 5.7624  1.009
S -0.3205 -4.3119 1.2340  0.313
O 1.9582 -0.1016 -0.8103  -0.324
N -3.4460 2.6593 1.3837  0.114
N 6.3437 2.1396 6.9738  0.061
N 3.6051 1.4736 -0.6201  -0.139
N -4.1779 0.6196 1.2793  -0.065
N 4.1401 -0.7714 -0.9106  -0.131
N 2.1011 -1.4162 2.4913  -0.037
C -2.9186 -4.1558 0.2731  -0.654
C -4.3673 -0.7976 1.5351  -0.020
C 3.9904 -1.7699 4.5104  -0.505
C 1.2775 -1.7605 -4.4794  -0.082
C 0.0165 -0.1890 -3.1427  -0.429
C -2.5537 0.4016 -4.7442  -0.113
C -2.5791 -5.6632 2.0687  -0.687
C -0.7907 2.4809 -0.5566  -0.154
C 3.1587 0.1778 -0.7910  -0.526
C 6.8356 0.1204 5.7782  -0.091
C 2.9888 -2.7090 4.2992  -0.074
C -1.3640 2.0485 -1.7505  -0.381
C 5.2285 1.5639 7.4255  -0.134
C -3.9045 -6.0559 1.9912  -0.134
C -0.5991 3.8351 -0.3060  -0.103
C -0.9912 4.7753 -1.2502  -0.086
C -6.5314 2.0180 -1.2423  -0.087
C -4.9283 1.3614 0.3697  -0.165
C 4.8448 0.2714 7.0931  -0.074
C 2.0254 0.5146 -4.2830  -0.078
C -1.5788 4.3551 -2.4389  -0.080
C 0.9405 0.8007 -3.4635  -0.109
C -1.7653 3.0015 -2.6855  -0.088
C -5.1547 -0.2857 -4.0558  -0.083
C -4.1503 -0.2977 -3.0962  -0.122
C 4.0240 -0.6392 3.6988  -0.064
C -4.7464 -5.4995 1.0383  -0.109
C 3.7675 -2.1062 -1.3542  -0.032
C 3.0612 -0.5176 2.7108  -0.142
C -3.2756 1.4201 1.9091  -0.806
C -4.4526 2.6669 0.4239  -0.179
C -4.9897 3.6718 -0.3606  -0.010
C 2.0658 -2.4887 3.2859  -0.136
C -2.8464 0.0599 -3.4236  -0.378
C 2.1998 -0.7681 -4.7877  -0.087
C -4.8602 0.0794 -5.3611  -0.086
C 2.5911 2.4664 -0.3007  -0.049
C -5.9852 1.0136 -0.4535  -0.021
C -3.5554 0.4160 -5.7057  -0.079
C 5.3592 -0.7187 -0.1102  -0.052
C -4.2463 -4.5370 0.1807  -0.144
C -6.0397 3.3229 -1.2016  -0.084
C 4.6969 1.9929 -1.4389  -0.046
C 7.1253 1.4221 6.1682  -0.142
C 5.6656 -0.4576 6.2445  -0.545
C 0.1912 -1.4706 -3.6634  -0.120
C -2.0026 -4.7024 1.1924  -0.774
H -5.3842 -0.9803 1.8830  0.103
H -5.7786 -5.8178 0.9671  0.098
H 3.5101 -2.7681 -0.5195  0.096
H 5.3283 2.6606 -0.8498  0.092
H 5.3062 1.1847 -1.8296  0.080
H 7.5004 -0.4282 5.1217  0.107
H -5.6399 0.0976 -6.1133  0.102
H -6.3755 0.0030 -0.4790  0.116
H 2.7349 1.2966 -4.5313  0.103
H -4.2708 -6.8054 2.6812  0.097
H 1.2680 -3.2071 3.0982  0.048
H -7.3560 1.7825 -1.9042  0.104
H 8.0225 1.9157 5.8094  0.106
H -6.4923 4.0815 -1.8294  0.103
H -4.8805 -4.0852 -0.5729  0.097
H 4.6097 2.1675 8.0816  0.108
H -2.8813 3.4374 1.6651  0.139
H 3.0868 3.3499 0.1044  0.097
H 2.9212 -3.5970 4.9155  0.110
H 5.4131 0.2161 0.4387  0.085
H 6.2485 -0.8206 -0.7375  0.090
H -4.1805 -1.3748 0.6282  0.057
H 2.9184 -2.0458 -2.0337  0.077
H 4.2941 2.5607 -2.2849  0.090
H 0.8170 1.8002 -3.0653  0.093
H -4.6041 4.6827 -0.3164  0.113
H -6.1681 -0.5591 -3.7828  0.104
H -0.8375 5.8326 -1.0616  0.103
H 1.4033 -2.7609 -4.8756  0.108
H -0.1403 4.1550 0.6238  0.111
H 3.9262 -0.1546 7.4761  0.112
H 3.0815 0.3407 2.0407  0.102
H 3.0461 -0.9915 -5.4268  0.103
H -3.6630 -1.1058 2.3017  0.049
H 4.6160 -2.5325 -1.8905  0.095
H -0.5322 -2.2473 -3.4353  0.100
H -1.8918 5.0832 -3.1773  0.104
H -3.3185 0.6971 -6.7251  0.103
H -1.5396 0.6502 -5.0286  0.101
H -4.3769 -0.5991 -2.0795  0.071
H 1.9057 2.0696 0.4455  0.081
H 5.3571 -1.5412 0.6120  0.092
H 2.0114 2.7602 -1.1804  0.082
H 4.7773 0.1253 3.8230  0.104
H -2.2257 2.6892 -3.6131  0.094
H -0.4871 1.7519 0.1884  0.076

Cartesian forces (eV/Å) of the 2 atoms listed first:
-0.8 -0.2 1.0
0.3 0.0 -0.1

=====

ORCA calculation (the ωB97M-V functional and the def2-TZVPD basis) on a molecular structure, C47H46F4N2PtSTe.

- Energy above the lowest of the compared OMol25 structures with the same formula, charge and spin: 18.6 kcal per mole
- HOMO level (alpha / beta): -7.202 / -7.202 eV
- DFT total energy: -84710.4168 eV
- Frontier orbital gap (alpha / beta): 5.739 / 5.740 eV

Last column: Löwdin charge in e.
Cartesian coordinates (Å):
Pt 1.1052 0.4481 -0.6086  0.838
Te 0.0049 0.6227 1.8673  1.311
S 3.0923 1.5233 0.1215  0.678
F 6.1072 2.3059 -0.0826  0.136
F 1.0329 -0.2181 -3.7155  0.029
F 7.5563 0.7126 -0.3230  0.133
F 6.0560 0.5880 1.2322  0.143
N 3.1479 -0.2102 -1.7543  -0.035
N -0.8052 0.3713 -1.6335  -0.102
C 0.7316 -2.2704 -0.7625  -0.096
C 3.6380 -1.1301 -2.5891  -0.109
C 3.4695 -2.9386 0.3158  -0.056
C -0.7302 -6.2320 -0.0555  -0.089
C 0.3193 -3.6728 -0.4983  -0.212
C -2.0088 3.1756 -3.1848  -0.051
C 4.2998 -1.5904 2.5749  -0.072
C -1.4352 3.2771 -1.7662  -0.344
C -2.9183 -0.6469 -4.5274  -0.088
C -3.7626 1.9469 0.9158  -0.072
C -1.0781 -5.5253 -1.1970  -0.080
C 0.0903 3.2945 -1.8648  -0.078
C -2.5703 5.3317 5.3986  -0.050
C 4.5967 -3.3674 0.9948  -0.068
C -2.6937 0.0188 -0.0770  -0.197
C 0.6679 -4.3981 0.6472  -0.032
C 2.7124 -1.8496 0.7721  -0.261
C -2.4214 2.9627 4.5346  -0.016
C -0.2799 -0.4284 -3.9219  -0.245
C -2.5845 -1.5000 -0.1881  -0.352
C 5.0138 -2.6955 2.1349  -0.077
C -2.9919 2.7803 0.1198  -0.036
C 6.2671 0.9741 -0.0348  -0.598
C -2.5235 -0.1460 -3.2960  -0.041
C -0.3161 3.6156 2.8482  -0.301
C 5.3493 0.2671 -0.9927  -0.105
C -3.8656 -2.1109 -0.7833  -0.045
C -2.4125 0.5588 3.8240  -0.107
C -0.6446 -0.9272 -5.1516  -0.027
C -1.9869 -1.0683 -5.4627  -0.104
C -0.8049 2.3061 2.8901  -0.444
C -3.6384 0.5729 0.7832  -0.077
C 1.5637 -1.4904 -0.0791  -0.270
C -1.1704 -0.0626 -2.9036  -0.251
C 3.9631 0.4754 -0.9506  -0.641
C -1.8633 1.9658 3.7393  -0.326
C -1.8961 0.8817 -0.8539  -0.302
C -2.0869 2.2716 -0.8094  -0.147
C 4.9928 -1.3608 -2.7129  -0.034
C -0.9082 4.5757 3.6641  -0.017
C 3.1664 -1.1644 1.8961  -0.102
C 5.8565 -0.6418 -1.8981  0.014
C 0.1455 -5.6634 0.8635  -0.074
C -1.9635 4.2725 4.5110  -0.265
C -0.5602 -4.2553 -1.4123  -0.044
C 0.8121 4.0372 1.9569  -0.062
C -2.3108 -2.1959 1.1507  -0.073
H -3.0954 -1.9668 1.8794  0.076
H -3.4190 4.9389 5.9579  0.072
H 0.4191 4.3782 0.9997  0.073
H 1.3744 4.8624 2.3974  0.086
H -3.7070 -3.1730 -0.9955  0.077
H -1.1465 -7.2148 0.1256  0.101
H -1.6443 -0.1610 4.1211  0.062
H 5.8946 -3.0271 2.6709  0.105
H -3.2700 0.2141 -2.6013  0.111
H -4.6907 -2.0303 -0.0685  0.081
H 0.4130 4.0706 -2.5643  0.089
H -0.8508 -3.6922 -2.2951  0.118
H -1.3513 -1.9022 1.5762  0.017
H -3.1269 3.8558 0.1927  0.114
H 5.1507 -4.2240 0.6291  0.106
H 0.4655 2.3563 -2.2673  0.037
H -1.7578 4.0793 -3.7485  0.081
H 4.6336 -1.0379 3.4439  0.111
H -2.9138 6.1876 4.8144  0.080
H -3.0976 3.0793 -3.1666  0.087
H -3.9758 -0.7023 -4.7588  0.104
H -2.2998 -3.2813 1.0052  0.078
H -3.2395 2.6989 5.1988  0.115
H 6.9259 -0.8016 -1.9525  0.127
H 1.3358 -3.9634 1.3783  0.111
H -4.1693 -1.6252 -1.7075  0.063
H -4.4739 2.3689 1.6184  0.112
H -1.7429 4.2521 -1.3814  0.122
H 2.6455 -0.2905 2.2413  -0.001
H 1.5033 3.2088 1.7701  0.012
H -0.5238 5.5931 3.6378  0.123
H 5.3633 -2.0834 -3.4274  0.110
H 0.4180 -6.2085 1.7603  0.105
H -2.2932 -1.4691 -6.4202  0.098
H -1.8355 5.7019 6.1170  0.081
H 3.1458 -3.4567 -0.5801  0.122
H -1.7528 -1.7221 -0.8507  0.090
H 0.5739 3.4850 -0.9149  0.037
H -2.8003 0.2348 2.8522  0.022
H -1.6006 2.3216 -3.7261  0.069
H -4.2787 -0.0832 1.3671  0.115
H 2.9137 -1.6883 -3.1648  0.117
H 0.1315 -1.1761 -5.8673  0.117
H 0.1974 -1.8250 -1.5949  0.072
H -3.2190 0.5062 4.5557  0.084
H -1.7554 -5.9609 -1.9220  0.104

Cartesian forces (eV/Å) of the 2 atoms listed first:
0.0 0.6 0.1
0.7 -0.3 -0.2